1.
Molecular formula: C20H28Cl2N2O6Y
Method: DFT, wB97M-V/def2-TZVPD

Geometry as XYZ:
```
59
Properties=species:S:1:pos:R:3:forces:R:3
Y -0.011 -0.023 -0.073 -0.770 -0.169 0.777
Cl -2.103 0.305 1.841 -2.858 0.437 -1.149
N 0.153 2.165 0.106 -3.074 2.641 -0.943
N 0.009 -2.168 0.422 -2.536 -2.803 -1.355
C -0.872 2.949 -0.320 3.708 -2.600 1.512
C -0.863 -3.012 -0.199 3.753 2.550 2.074
C 1.133 2.942 0.889 -0.524 -0.619 -1.307
C 0.362 4.249 1.050 -0.566 0.016 -0.382
C 2.350 3.020 -0.031 0.085 0.557 0.022
C 1.491 2.268 2.191 0.279 0.637 0.598
H 2.025 3.060 -1.081 0.278 0.070 0.319
H 3.001 2.148 0.115 -0.216 0.234 -0.127
H 2.872 3.937 0.237 0.506 0.068 -0.151
H 0.659 2.354 2.892 0.308 0.034 -0.143
H 2.379 2.750 2.620 -0.089 0.105 -0.042
H 1.698 1.192 2.107 0.155 0.663 -0.272
C 0.836 -2.900 1.405 -0.521 0.549 -0.546
C 0.639 -4.308 0.906 -0.329 -0.398 -1.000
C 0.252 -2.750 2.780 0.130 0.899 0.767
C 2.276 -2.350 1.337 -0.167 -0.895 0.016
H 2.623 -2.391 0.292 0.017 0.154 0.385
H 2.883 -3.030 1.949 0.229 0.223 -0.041
H 2.368 -1.325 1.742 -0.275 -0.560 -0.227
H -0.829 -2.958 2.815 0.439 -0.220 0.027
H 0.371 -1.688 3.040 -0.063 -1.519 -0.489
H 0.842 -3.304 3.522 -0.307 -0.281 -0.168
O -0.595 -4.280 0.041 0.248 -0.589 0.609
H 0.435 -5.017 1.703 0.161 -0.170 -0.182
H 1.457 -4.577 0.241 -0.039 -0.499 -0.035
O -0.747 4.210 0.042 0.297 0.591 0.602
H 0.973 5.115 0.819 -0.208 0.269 0.161
H -0.139 4.283 2.023 0.207 0.246 -0.163
C -2.020 2.451 -1.142 0.063 0.579 0.036
C -1.945 -2.575 -1.131 -0.040 -0.556 -0.060
C -1.625 -1.291 -1.866 0.634 -0.961 -0.932
H -2.839 -2.430 -0.489 0.180 -0.153 -0.421
H -2.085 -3.432 -1.818 -0.290 0.446 0.309
C -2.078 -0.066 -1.315 -1.157 0.933 1.493
C -1.674 1.171 -1.875 -0.076 0.056 -1.832
H -2.649 -0.071 -0.357 0.159 0.057 -0.966
C -1.011 1.176 -3.124 -0.607 1.355 2.396
C -0.672 -0.046 -3.714 0.429 -1.510 -1.152
C -0.573 2.472 -3.752 0.202 -0.119 -0.054
C -0.955 -1.274 -3.112 -0.083 0.136 0.790
H -0.142 -0.041 -4.673 -0.177 -0.032 0.346
C -0.452 -2.557 -3.720 0.124 0.143 -0.231
H -0.039 -2.341 -4.713 -0.071 -0.183 0.189
H -1.249 -3.308 -3.824 0.190 0.160 0.018
H 0.353 -2.990 -3.103 -0.240 0.086 -0.135
H -1.398 3.195 -3.821 0.216 -0.106 -0.039
H -0.192 2.267 -4.761 -0.088 0.199 0.184
H 0.245 2.931 -3.171 -0.213 -0.028 -0.203
H -2.267 3.286 -1.829 -0.178 -0.512 0.302
H -2.855 2.266 -0.432 0.327 0.158 -0.369
O -0.432 1.487 4.513 0.670 -2.811 0.167
Cl -0.025 0.099 4.201 2.340 -1.215 -3.814
O 1.435 -0.275 4.550 -3.768 1.460 0.263
O -0.955 -0.973 4.644 1.582 2.824 -0.291
O 0.172 0.003 2.410 1.616 -0.029 4.859
```
Positions in Å, forces in eV/Å.

Values from the calculation:
**Relative energy (zero: lowest compared OMol25 entry of this formula, charge and spin)**: 33.50 kcal per mole
**LUMO level (alpha / beta)**: 2.66 / 2.78 eV
**Molecular weight**: 552.26 g mol⁻¹
**Total charge**: -1
**Electronic energy**: -2298.24944 Ha
**Kohn-Sham gap (alpha / beta)**: 0.1580 / 0.1363 Eh
**F_max**: 5.120 eV Å⁻¹



2.
Molecular formula: C20H28Cl5NOOsSi3
Method: DFT, wB97M-V/def2-TZVPD

Geometry as XYZ:
```
59
Properties=species:S:1:pos:R:3:forces:R:3
Os 0.453 0.810 -1.129 -0.966 -0.119 0.337
Cl 6.613 1.955 1.862 0.024 0.008 -0.016
C 5.366 1.446 0.820 0.075 -0.091 -0.021
C 4.208 2.214 0.712 -0.038 0.061 -0.093
Cl 4.003 3.697 1.531 -0.043 -0.015 -0.007
C 3.211 1.723 -0.109 0.034 0.142 0.070
Cl 1.716 2.596 -0.401 -0.317 0.505 0.155
C 3.281 0.540 -0.798 -0.311 0.199 -0.465
O 2.175 0.118 -1.497 0.562 -0.445 0.262
C 4.464 -0.182 -0.765 0.016 -0.113 0.040
Cl 4.607 -1.596 -1.714 0.012 0.012 0.062
C 5.498 0.267 0.066 -0.063 0.063 -0.027
Cl 6.934 -0.636 0.161 0.055 -0.038 0.007
C 0.775 1.268 2.755 -0.114 0.208 -0.173
Si 0.346 -0.380 2.007 -0.062 -0.146 0.361
C -0.933 -1.177 3.099 -0.122 -0.001 -0.042
C 1.879 -1.428 1.927 -0.001 -0.136 -0.252
C -0.425 -0.214 0.170 0.485 -0.564 0.280
Si -0.438 -2.036 -0.789 -0.053 -0.190 -0.489
C 1.226 -2.697 -1.253 0.112 0.004 0.048
C -1.234 -3.304 0.307 -0.091 0.149 0.233
C -1.359 -1.759 -2.392 -0.150 0.117 -0.070
Si -2.273 0.472 0.333 -0.216 0.486 -0.072
C -3.592 -0.800 0.551 0.136 -0.297 0.088
C -2.428 1.851 1.558 0.104 0.022 0.084
C -2.496 1.327 -1.339 0.179 -0.019 -0.063
C -3.670 1.731 -1.954 -0.013 -0.071 0.096
C -3.628 2.469 -3.128 0.025 0.049 -0.068
C -2.398 2.812 -3.674 -0.029 -0.007 0.039
C -1.253 2.401 -3.028 -0.083 -0.053 0.054
N -1.311 1.667 -1.900 0.773 0.366 -0.391
H 1.308 1.035 3.681 -0.013 -0.019 0.008
H -0.107 1.846 3.027 0.028 0.003 0.020
H 1.425 1.913 2.168 0.071 -0.037 0.006
H -0.493 -1.245 4.098 0.016 -0.021 -0.005
H -1.212 -2.185 2.794 0.028 -0.004 0.016
H -1.844 -0.587 3.203 0.006 0.001 0.021
H 2.460 -1.239 2.832 -0.029 0.004 0.022
H 2.517 -1.210 1.070 0.052 0.055 0.038
H 1.651 -2.496 1.901 0.002 0.012 0.017
H 1.927 -2.813 -0.429 -0.010 -0.020 -0.006
H 1.718 -2.138 -2.043 0.006 -0.003 -0.052
H 1.012 -3.699 -1.642 0.005 -0.010 0.020
H -0.561 -3.595 1.114 0.012 -0.042 -0.031
H -1.369 -4.177 -0.339 0.001 -0.005 0.001
H -2.199 -3.050 0.736 -0.004 -0.026 -0.026
H -0.853 -1.028 -3.035 0.018 -0.041 0.017
H -2.394 -1.427 -2.280 0.004 -0.010 0.007
H -1.374 -2.695 -2.956 -0.009 -0.021 0.036
H -3.518 -1.314 1.510 -0.021 0.021 -0.001
H -3.632 -1.547 -0.240 -0.030 0.029 -0.014
H -4.538 -0.251 0.553 0.012 0.034 -0.015
H -2.344 1.543 2.600 -0.016 -0.021 -0.011
H -3.432 2.264 1.420 0.007 0.025 0.009
H -1.710 2.652 1.376 -0.020 0.007 -0.008
H -4.621 1.466 -1.510 -0.001 0.007 -0.010
H -4.544 2.783 -3.610 -0.002 -0.013 -0.001
H -2.320 3.392 -4.583 -0.016 0.007 0.005
H -0.268 2.648 -3.406 -0.016 0.000 -0.030
```
Positions in Å, forces in eV/Å.

Values from the calculation:
**Relative energy (zero: lowest compared OMol25 entry of this formula, charge and spin)**: 27.10 kcal per mole
**LUMO level (alpha / beta)**: -8.70 / -8.63 eV
**Molecular weight**: 750.20 g mol⁻¹
**Total charge**: +2
**Electronic energy**: -4168.47126 Ha
**Kohn-Sham gap (alpha / beta)**: 0.2104 / 0.2136 Eh
**F_max**: 1.030 eV Å⁻¹



3.
Molecular formula: C20H28F3O2Tl
Method: DFT, wB97M-V/def2-TZVPD

Geometry as XYZ:
```
54
Properties=species:S:1:pos:R:3:forces:R:3
O 0.293 -0.854 -3.699 0.221 -0.134 -1.418
C 1.479 -1.222 -4.452 -0.167 0.019 0.115
C 0.673 -1.374 -5.746 0.070 0.201 0.252
H 1.868 -2.179 -4.075 0.085 0.259 -0.073
H 2.261 -0.447 -4.437 -0.262 -0.233 0.051
C -0.557 -1.206 -4.830 0.116 -0.190 -0.497
H 0.819 -2.324 -6.249 -0.264 -0.081 -0.088
H 0.756 -0.561 -6.458 0.244 0.140 -0.070
C -1.335 -2.497 -4.652 -0.519 -0.412 0.109
H -0.717 -3.342 -4.327 0.096 0.254 -0.034
H -1.853 -2.815 -5.585 0.429 0.418 0.421
H -2.117 -2.353 -3.900 0.073 -0.085 0.025
C -1.480 -0.043 -5.075 -0.494 0.254 -0.199
H -0.937 0.906 -4.978 -0.109 -0.239 -0.118
H -2.249 -0.087 -4.290 0.070 0.259 -0.234
H -1.986 -0.077 -6.058 0.236 -0.090 0.406
Tl 0.150 0.646 2.278 0.484 0.391 1.065
C -0.578 3.233 4.200 -0.523 0.078 -0.822
C 0.828 3.306 4.401 -0.403 0.074 -0.271
C 1.442 3.569 3.143 -0.713 0.095 -1.312
H 1.338 3.233 5.367 -0.224 -0.027 -0.496
C 0.412 3.648 2.151 1.934 -0.153 0.492
C -0.848 3.442 2.811 -0.286 -0.628 1.770
H -1.835 3.452 2.343 0.418 0.087 0.182
H -1.333 3.089 4.985 0.494 0.025 -0.503
H 2.509 3.741 2.974 -0.490 -0.174 0.042
H 0.551 3.868 1.083 -0.059 -0.076 0.662
C -2.017 -0.180 5.194 -1.396 2.105 -1.373
C -2.633 0.527 4.128 0.941 0.059 2.925
C -2.656 -0.314 2.981 0.352 -1.749 -0.233
H -3.044 1.535 4.188 0.226 -0.359 -0.053
C -2.081 -1.567 3.347 0.099 -0.128 0.184
C -1.693 -1.489 4.714 -0.258 -0.586 -1.567
H -1.252 -2.286 5.307 -0.063 0.200 -0.229
H -1.852 0.189 6.204 -0.024 -0.078 -0.334
H -3.070 -0.057 2.007 0.087 -0.118 0.292
H -2.006 -2.457 2.713 0.025 0.530 0.295
O 0.746 -1.934 -1.547 0.055 2.185 1.276
C -0.059 -0.740 -1.174 -0.267 -0.880 0.838
C 0.809 0.519 -1.244 0.397 -0.142 0.073
H -0.362 -0.836 -0.108 0.197 -0.439 -0.236
H -1.024 -0.676 -1.709 0.858 -0.330 -0.177
C 2.258 -0.048 -1.374 -0.402 0.040 -0.903
H 0.681 1.125 -0.328 0.179 -0.330 -0.302
H 0.530 1.189 -2.055 0.138 -0.224 -0.218
C 2.096 -1.574 -1.157 -0.188 -0.110 0.743
H 2.978 0.499 -0.726 -0.358 -0.726 -0.406
H 2.575 0.012 -2.436 -0.032 0.565 0.738
H 2.255 -1.825 -0.067 0.003 -0.056 -1.008
H 2.786 -2.128 -1.830 -0.389 0.124 0.766
F 3.180 0.056 4.146 -0.630 -0.267 0.244
C 1.896 -0.388 4.250 -0.543 0.094 -0.274
F 1.466 -0.153 5.528 0.439 -0.049 -0.557
F 1.938 -1.754 4.122 0.100 0.636 0.038
```
Positions in Å, forces in eV/Å.

Values from the calculation:
**Relative energy (zero: lowest compared OMol25 entry of this formula, charge and spin)**: 0.17 kcal per mole
**LUMO level (alpha / beta)**: -2.33 / -2.39 eV
**Molecular weight**: 561.82 g mol⁻¹
**Electronic energy**: -1401.16885 Ha
**Kohn-Sham gap (alpha / beta)**: 0.2107 / 0.1783 Eh
**F_max**: 3.073 eV Å⁻¹



4.
Molecular formula: C20H28GeN2S2Ta
Method: DFT, wB97M-V/def2-TZVPD

Geometry as XYZ:
```
54
Properties=species:S:1:pos:R:3:forces:R:3
Ta 0.347 0.260 0.109 -0.716 0.675 -0.011
C -1.973 1.515 -1.755 -0.018 -0.044 -0.149
N -1.257 0.204 -1.685 0.217 0.138 0.358
C -2.263 -0.858 -1.401 -0.120 0.227 -0.244
C -1.668 -1.951 -0.578 0.023 -0.128 0.296
N -1.159 -1.406 0.718 0.421 0.118 -0.160
C -2.261 -0.910 1.588 0.101 -0.130 0.018
C -0.375 -2.440 1.433 -0.411 0.037 -0.106
C -0.803 -3.760 1.447 0.044 -0.033 -0.020
C -0.069 -4.714 2.133 0.032 0.023 0.008
C 1.086 -4.342 2.809 0.001 0.033 0.004
C 1.493 -3.018 2.815 -0.005 -0.022 0.009
C 0.758 -2.053 2.131 0.177 0.155 0.160
S 1.216 -0.333 2.229 -0.033 0.048 -0.328
C -0.556 -0.072 -2.952 -0.210 0.096 0.051
C -1.247 0.103 -4.145 -0.017 -0.019 -0.091
C -0.628 -0.131 -5.359 0.015 -0.017 -0.011
C 0.697 -0.549 -5.386 0.012 0.008 0.046
C 1.389 -0.723 -4.200 -0.020 -0.001 -0.080
C 0.769 -0.488 -2.973 0.117 -0.009 0.130
S 1.759 -0.769 -1.516 0.098 0.168 0.114
H -2.833 1.445 -2.424 0.006 0.044 0.013
H -2.321 1.791 -0.763 -0.012 -0.027 0.027
H -1.288 2.279 -2.109 0.025 -0.004 -0.001
H -3.099 -0.393 -0.882 -0.044 -0.008 0.037
H -2.654 -1.277 -2.328 -0.008 0.057 -0.077
H -2.428 -2.713 -0.408 -0.014 -0.033 0.076
H -0.826 -2.416 -1.091 0.052 -0.023 -0.019
H -3.044 -1.668 1.654 -0.021 0.011 0.043
H -1.857 -0.717 2.577 0.011 0.017 0.029
H -2.685 0.013 1.197 -0.014 0.034 -0.039
H -1.703 -4.059 0.927 0.022 -0.027 0.024
H -0.402 -5.743 2.139 0.018 0.026 0.005
H 1.666 -5.084 3.341 -0.009 0.016 -0.012
H 2.383 -2.716 3.354 -0.033 -0.020 -0.013
H -2.281 0.427 -4.134 0.075 -0.033 -0.023
H -1.178 0.014 -6.279 0.020 -0.010 0.004
H 1.195 -0.733 -6.329 -0.017 0.006 0.022
H 2.424 -1.039 -4.210 -0.025 0.007 -0.006
C 1.577 3.062 -2.619 -0.087 -0.007 -0.165
Ge 1.777 3.199 -0.686 0.089 -0.201 -0.009
C 3.490 2.446 -0.160 0.133 0.006 0.041
C 1.662 5.060 -0.177 -0.127 0.180 0.177
C 0.340 2.194 0.283 0.129 -1.343 -0.069
H 2.412 3.588 -3.088 -0.050 -0.025 0.006
H 0.652 3.534 -2.960 0.058 -0.045 -0.003
H 1.596 2.025 -2.959 -0.006 0.068 -0.011
H 4.301 3.070 -0.539 -0.015 -0.018 0.018
H 3.615 1.443 -0.568 0.025 -0.012 0.025
H 3.568 2.398 0.927 0.022 -0.013 -0.022
H 2.459 5.616 -0.676 -0.039 0.002 0.027
H 1.777 5.177 0.902 -0.003 0.034 -0.062
H 0.701 5.481 -0.477 0.056 0.031 0.024
H -0.298 2.857 0.875 0.074 -0.009 -0.063
```
Positions in Å, forces in eV/Å.

Values from the calculation:
**Relative energy (zero: lowest compared OMol25 entry of this formula, charge and spin)**: 0.00 kcal per mole
**LUMO level**: -3.72 eV
**Molecular weight**: 614.15 g mol⁻¹
**Total charge**: +1
**Electronic energy**: -3818.53304 Ha
**Kohn-Sham gap**: 0.2794 Eh
**F_max**: 1.351 eV Å⁻¹



- Which value of F_max does entry 4 give?
  1.351 eV Å⁻¹